The following is a DFT calculation (wB97M-V/def2-TZVPD) of a structure of composition C14H23N4O3PPdSTe in a non-equilibrium geometry.

Results
- expectation value of S² = 2.01
- HOMO level (alpha / beta) (eV) = -7.2 / -7.5
- DFT total energy (Ha) = -2127.5278
- Kohn-Sham gap (alpha / beta) (eV) = 7.172 / 6.199
- LUMO energy (alpha / beta) (eV) = -0.1 / -1.3

The geometry in ORCA input format:
```
! wB97M-V def2-TZVPD RIJCOSX def2/J DEFGRID3
* xyz 0 3
H -1.520 -2.547 3.061
H -0.902 3.234 -3.813
O -1.146 0.822 -0.423
C -2.709 -2.023 -2.015
H -1.990 5.590 -3.670
N 0.281 -2.097 0.536
H 3.199 -3.045 2.907
H -2.422 -2.016 -3.056
N -1.718 -1.950 -1.137
H -3.114 4.220 -3.612
N 3.699 -2.332 1.032
O 0.882 2.084 -1.335
C -0.834 -1.913 1.118
O -1.467 2.852 -1.853
H 1.622 3.614 -0.215
C -1.997 -1.940 0.178
H 4.528 -0.293 2.667
N 1.439 -2.182 1.268
Pd 0.328 -0.984 -1.432
C -3.297 -2.003 0.638
C 3.836 -0.998 3.135
H 0.202 2.838 0.494
C -4.334 -2.069 -0.282
C 2.021 1.733 0.785
C 2.479 -2.161 0.473
H 4.481 -2.149 0.428
P -0.592 1.535 -1.621
H -0.223 4.326 -2.606
H -4.818 -2.136 -2.382
S 2.498 -1.931 -1.277
H 3.002 1.620 0.324
C 1.141 2.657 -0.025
C -4.040 -2.087 -1.632
H -3.497 -1.999 1.702
H 4.918 -2.797 2.620
H -2.664 5.060 -2.120
H -1.658 -0.813 2.726
C 3.928 -2.366 2.471
C -1.124 3.785 -2.897
H 4.089 -1.072 4.196
Te -0.290 0.290 -3.663
H -0.065 -1.544 3.053
H 1.567 0.745 0.863
H 2.824 -0.600 3.045
H -5.361 -2.108 0.058
C -1.030 -1.696 2.580
H 2.145 2.133 1.795
C -2.296 4.717 -3.088
*
```